C44H84F3NO24 | wB97M-V/def2-TZVPD

Geometry (Å):
O (4.94, -0.49, -5.49)
C (3.93, -1.06, -5.73)
O (2.74, -0.58, -5.50)
C (1.79, -1.57, -5.75)
C (2.61, -2.52, -6.61)
F (2.48, -2.19, -7.93)
O (3.88, -2.34, -6.20)
H (1.41, -2.04, -4.87)
H (1.01, -1.10, -6.27)
H (2.47, -3.63, -6.42)
O (1.72, 2.04, 2.10)
C (1.81, 1.63, 3.18)
O (0.81, 1.28, 3.99)
C (1.31, 0.71, 5.21)
C (2.80, 0.77, 4.97)
F (3.41, -0.52, 4.91)
O (3.03, 1.40, 3.81)
H (0.96, 1.36, 6.04)
H (1.00, -0.37, 5.27)
H (3.36, 1.15, 5.84)
O (-1.94, 0.34, -2.15)
C (-0.77, 0.46, -2.04)
O (-0.16, 0.79, -0.94)
C (1.24, 0.84, -1.14)
C (1.40, 0.36, -2.57)
F (1.73, -1.01, -2.55)
O (0.13, 0.33, -3.08)
H (1.63, 1.83, -1.00)
H (1.68, 0.12, -0.47)
H (2.03, 0.86, -3.24)
C (-3.90, 5.80, -3.35)
O (-2.55, 6.09, -3.03)
C (-2.02, 5.52, -1.86)
C (-1.72, 4.00, -1.85)
O (-0.52, 3.66, -2.52)
C (-0.79, 3.63, -3.91)
C (0.53, 3.74, -4.68)
O (1.43, 2.71, -4.28)
C (2.77, 3.02, -4.42)
H (-3.98, 4.78, -3.86)
H (-4.26, 6.60, -3.97)
H (-4.46, 5.77, -2.45)
H (-2.72, 5.72, -0.95)
H (-1.13, 6.00, -1.54)
H (-2.58, 3.41, -2.22)
H (-1.54, 3.81, -0.80)
H (-1.36, 4.54, -4.09)
H (-1.39, 2.74, -4.15)
H (0.98, 4.67, -4.35)
H (0.30, 3.87, -5.75)
H (3.02, 4.05, -4.14)
H (3.12, 2.90, -5.44)
H (3.43, 2.34, -3.76)
C (2.51, 7.45, -1.20)
O (3.13, 6.39, -0.55)
C (2.39, 5.28, -0.60)
C (3.22, 4.20, 0.09)
O (4.26, 3.75, -0.72)
C (5.18, 2.92, -0.02)
C (4.64, 1.63, 0.66)
O (4.11, 0.62, -0.20)
C (4.26, -0.66, 0.32)
H (1.83, 7.13, -2.06)
H (3.27, 8.10, -1.57)
H (1.87, 7.98, -0.48)
H (2.16, 4.97, -1.60)
H (1.46, 5.30, -0.03)
H (2.58, 3.38, 0.44)
H (3.62, 4.79, 0.98)
H (5.59, 3.44, 0.87)
H (5.97, 2.67, -0.75)
H (3.85, 1.94, 1.41)
H (5.57, 1.26, 1.17)
H (5.30, -0.97, 0.50)
H (3.78, -1.37, -0.39)
H (3.71, -0.78, 1.30)
C (1.59, -4.22, 3.09)
O (2.03, -4.95, 1.93)
C (2.56, -4.01, 0.97)
C (2.77, -4.72, -0.36)
O (3.27, -3.80, -1.25)
C (4.01, -4.28, -2.36)
C (4.80, -3.15, -2.96)
O (5.84, -2.81, -2.23)
C (6.41, -1.55, -2.65)
H (2.41, -3.66, 3.51)
H (1.15, -4.84, 3.86)
H (0.75, -3.50, 2.78)
H (3.47, -3.64, 1.39)
H (1.98, -3.12, 0.86)
H (1.78, -5.21, -0.68)
H (3.49, -5.49, -0.18)
H (3.30, -4.68, -3.13)
H (4.76, -5.12, -2.10)
H (4.06, -2.31, -3.09)
H (5.12, -3.51, -3.96)
H (7.24, -1.33, -2.00)
H (5.66, -0.76, -2.60)
H (6.80, -1.64, -3.71)
C (-3.35, 2.14, 0.86)
O (-3.98, 1.15, 1.64)
C (-5.25, 0.84, 1.12)
C (-5.97, -0.23, 1.99)
O (-4.99, -1.20, 2.17)
C (-5.27, -2.07, 3.27)
C (-6.05, -3.27, 2.83)
O (-7.38, -3.11, 2.43)
C (-8.33, -2.69, 3.45)
H (-4.03, 3.01, 0.81)
H (-3.03, 1.77, -0.14)
H (-2.32, 2.40, 1.29)
H (-5.19, 0.57, 0.05)
H (-5.90, 1.74, 1.11)
H (-6.81, -0.57, 1.45)
H (-6.25, 0.26, 2.96)
H (-5.86, -1.51, 3.98)
H (-4.33, -2.57, 3.60)
H (-6.03, -3.91, 3.65)
H (-5.57, -3.83, 1.96)
H (-9.30, -3.09, 3.13)
H (-8.25, -1.59, 3.56)
H (-8.05, -3.17, 4.41)
C (-1.00, -1.59, 1.03)
O (-0.90, -1.12, 2.35)
C (-2.04, -1.17, 3.17)
C (-1.80, -0.76, 4.59)
O (-0.65, -1.53, 5.15)
C (-0.92, -2.89, 5.36)
C (0.30, -3.59, 5.99)
O (0.48, -3.13, 7.33)
C (1.45, -3.98, 7.96)
H (-1.66, -1.00, 0.41)
H (-1.19, -2.66, 0.98)
H (0.05, -1.52, 0.59)
H (-2.48, -2.23, 3.19)
H (-2.90, -0.59, 2.75)
H (-2.77, -0.82, 5.12)
H (-1.38, 0.27, 4.68)
H (-1.14, -3.37, 4.36)
H (-1.87, -3.05, 5.95)
H (1.18, -3.39, 5.38)
H (0.23, -4.67, 5.92)
H (1.20, -3.88, 9.01)
H (2.46, -3.72, 7.74)
H (1.34, -5.04, 7.77)
C (-4.20, -1.91, -2.49)
C (-5.09, -2.29, -1.46)
C (-6.45, -2.06, -1.73)
N (-6.93, -1.46, -2.80)
C (-6.07, -1.10, -3.73)
C (-4.72, -1.24, -3.59)
H (-3.12, -2.13, -2.53)
H (-4.82, -2.83, -0.60)
H (-7.17, -2.36, -1.03)
H (-6.45, -0.58, -4.58)
H (-4.19, -1.03, -4.51)

Results
- Calculated total energy: -3886.68589 a.u.
- Molar mass: 1068.1 g mol⁻¹
- Structure (SMILES): O=C1OC[C@@H](F)O1.O=C1OC[C@@H](F)O1.O=C1OC[C@@H](F)O1.COCCOCCOC.COCCOCCOC.COCCOCCOC.COCCOCCOC.COCCOCCOC.c1ccncc1
- E_LUMO: 0.0204 hartree
- Total charge: 0
- HOMO-LUMO gap: 9.882 eV
- Multiplicity: 1